Here is one molecule with the formula C3H4N2O from the Open Molecules 2025 dataset. Energies are from ωB97M-V/def2-TZVPD.

HOMO-LUMO gap = 10.40 eV
energy above the lowest of the compared OMol25 structures with the same formula, charge and spin = 55.9 kcal/mol
spin multiplicity = 1
LUMO level = 0.5998 eV
HOMO level = -9.80 eV

```
10
Properties=species:S:1:pos:R:3:forces:R:3:lowdin_charge:R:1
N -1.878411 -0.135967 -0.070574 0.07 -0.06 0.11 0.15
C -0.606782 -0.555395 0.155454 0.19 -0.30 0.41 -0.42
N 0.111318 -1.200170 0.957116 -0.41 0.22 -0.18 0.21
C 0.780153 -0.566217 -0.270270 0.15 0.14 -0.24 -0.19
C 1.464852 0.745824 -0.095666 -0.16 0.27 0.18 -0.23
O 0.911329 1.669181 0.462014 0.35 -0.28 -0.16 0.04
H -2.513835 -0.406464 0.670094 0.05 0.05 -0.01 0.11
H -1.950099 0.852139 -0.286325 0.07 -0.23 -0.20 0.11
H 1.210242 -1.275477 -0.981111 -0.24 0.23 0.00 0.12
H 2.471234 0.872545 -0.540733 -0.07 -0.05 0.08 0.12
```
Positions in Å, forces in eV/Å.

Here is a 2-piece molecular cluster, CH5NO3 overall in a non-equilibrium geometry from the Open Molecules 2025 dataset. Energies are from ωB97M-V/def2-TZVPD.

HOMO-LUMO gap = 9.64 eV
energy above the lowest of the compared OMol25 structures with the same formula, charge and spin = 106.8 kcal/mol
spin multiplicity = 1
LUMO level = 0.5688 eV
HOMO level = -9.07 eV

```
10
Properties=species:S:1:pos:R:3:forces:R:3:lowdin_charge:R:1
C -0.182797 -0.716752 1.092872 0.27 -1.47 0.43 -0.20
N -0.601840 -1.090013 -0.099906 0.52 1.17 -0.53 0.19
O 0.952810 -0.205537 1.334283 -1.27 0.21 1.09 -0.06
O 1.646764 0.230757 0.239582 0.83 0.11 -1.22 -0.22
O -0.180690 1.482588 -1.116629 0.53 0.21 -0.08 -0.12
H 0.637717 1.206640 -0.597359 -0.37 0.04 -0.13 -0.01
H 0.148034 2.154171 -1.727302 -0.21 -0.11 0.07 0.04
H -0.709480 -1.052311 1.986609 0.01 0.23 -0.19 0.16
H -1.532997 -1.445558 -0.227370 -0.04 0.06 0.18 0.12
H -0.177520 -0.563984 -0.884779 -0.26 -0.45 0.38 0.11
```
Positions in Å, forces in eV/Å.

Here is C23H20Cl2CoN3O7 as an isolated structure in a non-equilibrium geometry from the Open Molecules 2025 dataset. Energies are from ωB97M-V/def2-TZVPD.

total charge = -1
HOMO-LUMO gap (spin up / spin down) = 7.72 / 7.73 eV
<S²> = 3.83
energy above the lowest of the compared OMol25 structures with the same formula, charge and spin = 24.8 kcal/mol
spin multiplicity = 4
LUMO level (spin up / spin down) = 2.2271 / 2.2139 eV
HOMO level (spin up / spin down) = -5.50 / -5.52 eV

```
56
Properties=species:S:1:pos:R:3:forces:R:3:mulliken_spin:R:1
Co 0.496199 -0.083038 0.273610 1.76 1.70 -0.21 2.65
Cl 0.297733 7.405700 -0.418088 0.00 0.11 -0.01 0.00
C 0.524398 5.678038 -0.467812 -0.06 0.01 0.04 0.00
C 1.604740 5.154696 -1.194122 -0.08 -0.11 0.03 0.00
C 1.792963 3.802486 -1.253485 -0.02 -0.02 0.04 0.00
Cl 3.107834 3.152628 -2.165648 0.07 0.00 -0.04 0.00
C 0.939447 2.863556 -0.571333 -0.30 0.25 0.08 0.00
O 1.140368 1.622941 -0.668299 0.09 -0.32 0.02 0.01
C -0.139563 3.457806 0.166913 0.39 -0.14 -0.27 -0.01
C -1.032985 2.631244 0.925090 -0.16 -0.03 0.19 0.00
O -0.910640 1.439597 1.180271 -0.15 0.01 0.00 0.02
C -0.336718 4.849158 0.189860 -0.02 -0.05 0.00 0.00
H 2.282865 5.819678 -1.710507 0.01 -0.01 -0.02 0.00
H -1.920685 3.156344 1.329294 0.06 0.04 0.06 0.00
H -1.172839 5.255510 0.747209 0.01 0.01 0.00 0.00
C -0.249116 0.050519 4.007015 0.00 -0.06 -0.09 0.01
C 1.107038 -0.146084 3.438593 0.09 -0.03 -0.11 0.00
N 1.404246 -0.225971 2.155666 -0.22 0.10 0.21 0.05
C 2.738797 -0.496632 2.061855 0.04 -0.08 -0.03 0.00
C 3.276816 -0.567430 3.312914 -0.14 -0.01 -0.06 0.00
N 2.224700 -0.345804 4.169508 0.05 0.04 -0.05 0.00
C 4.642056 -0.813139 3.807444 0.39 0.05 0.00 0.00
O 5.547845 -1.000696 2.883110 0.18 0.09 0.94 0.00
O 4.870041 -0.813340 5.003274 -0.11 -0.04 0.07 0.00
C 3.331258 -0.769267 0.713724 -0.20 0.04 -0.07 0.00
O 4.565904 -0.984996 0.661703 -0.28 0.08 -0.46 0.00
O 2.511334 -0.781387 -0.231674 -0.02 0.04 0.06 0.04
H -0.735813 0.889848 3.515957 0.00 0.04 0.05 0.00
H -0.207104 0.210495 5.083691 -0.01 0.00 -0.01 0.00
H -0.844497 -0.833733 3.773968 -0.03 0.00 0.04 0.00
H 2.320046 -0.341914 5.171035 0.00 -0.01 0.04 0.00
H 5.135826 -0.932501 1.933739 0.06 -0.24 -0.46 0.00
O -1.066540 -1.952477 1.584127 -0.20 0.13 0.07 0.22
N -0.583593 -1.616505 0.464365 -0.53 -1.39 0.07 0.11
C 0.210124 -1.655783 -2.353068 -0.13 -0.01 0.03 -0.02
C -1.180909 -1.163004 -1.933510 0.23 0.11 0.10 0.02
C -1.451965 0.160246 -2.654725 -0.03 -0.05 0.05 0.00
C -1.284217 -0.915435 -0.429569 -0.91 -0.25 -0.15 -0.11
C -2.260379 -2.215491 -2.218462 -0.06 0.03 -0.11 0.02
C -2.092889 -3.525074 -1.766150 0.03 -0.02 0.07 -0.01
C -3.082142 -4.479244 -1.933791 0.02 -0.02 -0.01 0.00
C -4.279621 -4.148535 -2.553263 -0.02 0.02 0.02 0.00
C -4.463101 -2.853896 -3.007608 -0.05 -0.01 -0.03 0.00
C -3.465354 -1.901346 -2.843891 0.10 0.00 -0.06 0.00
H 0.984059 -0.967190 -2.009159 0.04 -0.04 -0.11 0.00
H 0.266629 -1.709485 -3.442061 -0.02 -0.03 -0.01 0.00
H 0.438509 -2.636896 -1.944174 0.08 0.02 0.04 0.01
H -0.630843 0.852672 -2.462046 0.01 -0.03 -0.01 0.00
H -2.371315 0.628866 -2.298031 -0.02 0.02 -0.02 0.00
H -1.532770 0.001802 -3.732251 0.00 0.04 -0.01 0.00
H -2.264953 -0.558554 -0.102654 0.03 -0.04 0.05 0.00
H -1.187176 -3.801086 -1.241878 0.02 0.04 0.01 -0.01
H -2.919265 -5.485908 -1.568897 -0.01 0.01 0.02 0.00
H -5.063421 -4.887456 -2.663663 0.01 -0.01 -0.03 0.00
H -5.389821 -2.570794 -3.492874 0.00 -0.03 0.00 0.00
H -3.641563 -0.903726 -3.221258 0.02 0.03 0.04 0.00
```
Positions in Å, forces in eV/Å.

Here is C17H17IN3O2Pt as an isolated structure from the Open Molecules 2025 dataset. Energies are from ωB97M-V/def2-TZVPD.

total charge = +1
HOMO-LUMO gap = 7.30 eV
spin multiplicity = 1
LUMO level = -3.7187 eV
HOMO level = -11.01 eV

```
41
Properties=species:S:1:pos:R:3:forces:R:3:lowdin_charge:R:1
Pt 0.200475 1.193520 0.703464 0.48 -0.29 0.23 0.85
C -4.312455 0.951425 -0.419590 0.02 0.00 -0.02 -0.01
C -3.937420 0.637960 0.993345 -0.07 -0.04 0.06 -0.25
N -4.877990 0.455745 1.883326 0.03 0.01 -0.10 0.14
C -4.552313 0.152687 3.156622 0.04 0.02 0.17 -0.08
C -3.268785 0.025951 3.610695 -0.04 0.00 -0.07 -0.14
C -3.025468 -0.380134 5.043028 0.00 0.04 0.01 -0.19
O -2.114886 0.477865 5.730847 -0.03 -0.05 0.06 -0.06
C -2.213226 0.228191 2.673429 -0.06 0.11 -0.12 -0.07
C -0.864262 0.096345 3.124720 0.04 -0.01 -0.08 -0.03
N 0.261574 0.227872 2.474075 -0.38 0.19 0.40 -0.11
C 1.472944 0.098407 3.256828 -0.01 -0.09 -0.19 -0.29
C 1.489272 -0.391167 4.567202 0.07 -0.07 -0.02 0.00
C 2.666286 -0.451197 5.290089 -0.03 -0.02 0.02 -0.04
C 3.869917 -0.042900 4.737295 0.03 0.01 -0.01 -0.06
C 3.886328 0.420652 3.436789 0.01 -0.02 -0.05 -0.14
C 2.698534 0.478483 2.724218 -0.03 -0.09 0.12 -0.61
I 2.768558 1.145377 0.764520 0.00 0.39 -0.09 1.18
C -2.555880 0.539701 1.346950 0.24 -0.49 0.23 -0.28
O -1.678266 0.665929 0.392963 -0.25 0.83 -0.14 -0.23
H -5.395111 0.969342 -0.504479 0.00 0.01 0.00 0.09
H -3.902220 0.208016 -1.104398 0.00 -0.01 0.01 0.09
H -3.904579 1.917894 -0.722538 0.00 0.00 0.00 0.08
H -5.386166 0.007179 3.833733 0.00 0.01 -0.01 0.12
H -2.590208 -1.381195 5.087295 0.02 0.01 -0.03 0.13
H -3.983784 -0.430168 5.561593 0.01 -0.02 0.00 0.13
H -2.600283 1.214947 6.112826 0.01 0.04 -0.05 0.10
H -0.788260 -0.081626 4.184118 0.00 -0.14 -0.01 0.09
H 0.595920 -0.743959 5.058234 -0.01 -0.01 -0.02 0.11
H 2.635518 -0.830153 6.302312 0.00 0.00 0.00 0.12
H 4.786564 -0.090874 5.307853 0.00 0.00 0.00 0.12
H 4.814442 0.730862 2.975931 0.00 0.01 0.01 0.10
C 0.574029 6.076950 -1.144227 0.01 0.01 0.02 -0.07
C -0.384242 5.025000 -1.709782 -0.03 0.02 -0.07 -0.19
C -0.178642 3.715622 -1.105025 0.00 -0.12 -0.13 -0.11
N -0.001272 2.690357 -0.633004 -0.04 -0.24 -0.12 -0.01
H 0.407573 7.021049 -1.657570 -0.01 0.00 0.00 0.09
H 1.611422 5.783636 -1.294259 0.00 0.00 -0.01 0.08
H 0.404511 6.229101 -0.080023 0.00 0.00 0.00 0.09
H -0.256238 4.904359 -2.787098 0.00 0.01 0.00 0.13
H -1.427184 5.297085 -1.538175 0.01 0.01 0.00 0.13
```
Positions in Å, forces in eV/Å.

Here is C28H36N7Y as an isolated structure from the Open Molecules 2025 dataset. Energies are from ωB97M-V/def2-TZVPD.

total charge = +2
HOMO-LUMO gap = 6.96 eV
energy above the lowest of the compared OMol25 structures with the same formula, charge and spin = 0.0 kcal/mol
spin multiplicity = 1
LUMO level = -5.5200 eV
HOMO level = -12.48 eV

```
72
Properties=species:S:1:pos:R:3:forces:R:3:lowdin_charge:R:1
Y -0.254092 0.068182 0.392898 0.25 0.21 0.34 1.57
C 0.666610 2.971824 2.189661 0.07 0.06 0.06 -0.16
C -0.599778 2.489993 2.895835 -0.07 -0.03 0.02 -0.18
N -1.106358 1.135163 2.512050 0.02 0.01 -0.01 -0.14
C -0.840106 0.123159 3.567297 -0.09 0.07 0.02 -0.19
C 0.644266 -0.109144 3.728644 0.05 0.01 0.03 -0.20
N 1.245942 -0.582827 2.465435 0.03 -0.05 -0.06 -0.10
C 2.738382 -0.622659 2.556798 -0.04 -0.01 0.01 -0.18
C 3.466984 0.018754 1.391074 0.07 0.01 0.02 -0.16
C 3.239192 -0.637065 0.034639 0.00 -0.02 -0.03 -0.17
N 1.995529 -0.237750 -0.674438 -0.03 0.03 -0.03 -0.12
C 2.161926 0.932245 -1.573359 0.03 -0.06 -0.01 -0.17
C 1.992495 2.247333 -0.840456 0.00 0.05 0.02 -0.18
N 0.638641 2.319019 -0.247481 -0.05 -0.02 0.03 -0.13
C 0.503701 3.422353 0.739238 0.00 0.02 -0.04 -0.18
H 1.468571 2.229923 2.261056 -0.02 -0.04 -0.02 0.09
H 1.018493 3.831820 2.764568 -0.01 0.00 -0.01 0.13
H -1.395073 3.215583 2.716257 0.01 0.00 -0.02 0.12
H -0.433130 2.500296 3.975560 0.01 0.01 0.00 0.13
H -2.117094 1.202477 2.432163 0.00 0.00 0.02 0.11
H -1.354209 -0.803935 3.289275 0.02 0.00 -0.02 0.12
H -1.268855 0.441095 4.522090 0.03 -0.01 0.00 0.14
H 0.824945 -0.807596 4.551094 -0.03 -0.01 -0.01 0.14
H 1.136889 0.823434 4.005020 -0.01 0.01 0.00 0.11
H 0.962029 -1.552543 2.363497 -0.01 0.00 0.01 0.06
H 3.058799 -1.662403 2.660046 0.01 0.00 -0.02 0.13
H 3.036215 -0.122190 3.479015 0.01 0.01 -0.01 0.13
H 4.534729 -0.049866 1.613102 -0.01 -0.01 0.00 0.13
H 3.249557 1.086505 1.356393 -0.03 0.00 -0.01 0.09
H 3.202250 -1.722397 0.165181 -0.01 0.01 0.01 0.13
H 4.093159 -0.435483 -0.618025 0.00 0.02 0.02 0.13
H 1.769041 -1.014127 -1.293818 0.02 0.00 0.00 0.08
H 1.393112 0.849258 -2.347856 0.01 0.02 0.00 0.12
H 3.132372 0.901188 -2.076395 0.00 0.02 0.02 0.13
H 2.160121 3.082197 -1.526633 -0.01 -0.02 -0.01 0.14
H 2.722475 2.354239 -0.040031 0.00 -0.02 -0.01 0.11
H -0.008021 2.515315 -1.008836 0.03 0.01 -0.01 0.11
H -0.472138 3.891147 0.602777 -0.01 -0.02 0.00 0.12
H 1.244638 4.191831 0.511288 0.00 0.00 0.01 0.13
C -3.809210 3.114967 -0.637594 0.04 -0.05 0.01 -0.02
C -2.806500 2.382581 0.004518 -0.05 0.03 0.00 -0.14
N -2.177147 1.348918 -0.529913 -0.01 -0.02 -0.03 0.01
C -2.539509 0.962037 -1.796160 -0.01 -0.05 -0.04 -0.15
C -3.564635 1.624575 -2.507623 -0.02 0.00 -0.04 -0.14
C -4.185469 2.730134 -1.895328 -0.01 0.01 0.01 0.03
C -3.956648 1.153047 -3.782050 -0.01 0.02 0.02 -0.02
C -3.353543 0.041724 -4.286646 0.02 -0.03 0.02 -0.04
C -2.324815 -0.621981 -3.585425 -0.03 0.03 0.01 0.00
C -1.876357 -0.174103 -2.362093 -0.02 -0.02 0.02 -0.22
N -0.897218 -0.741795 -1.553619 -0.04 -0.08 -0.25 -0.10
C -0.273894 -1.944615 -1.882281 0.09 -0.10 0.04 -0.27
C 0.228367 -2.313436 -3.113227 -0.04 0.01 0.00 -0.02
C 0.816698 -3.579456 -3.328685 0.00 0.02 0.00 -0.04
C 0.913984 -4.493880 -2.322883 -0.01 0.01 0.03 -0.02
C 0.477127 -4.141235 -1.022969 0.01 -0.01 -0.05 -0.14
C 0.533856 -5.035816 0.066841 0.00 -0.02 0.02 0.03
C 0.102878 -4.637429 1.302175 -0.01 0.06 -0.01 -0.02
C -0.317647 -3.310184 1.459956 0.04 -0.05 0.00 -0.13
N -0.372537 -2.431005 0.476332 -0.12 -0.03 -0.04 0.01
C -0.055777 -2.855300 -0.790966 -0.02 0.04 -0.02 -0.17
H -4.271971 3.950643 -0.133498 -0.01 0.01 0.01 0.12
H -2.512661 2.672652 1.005059 0.00 0.01 0.00 0.08
H -4.968583 3.257207 -2.425971 0.00 0.00 -0.01 0.14
H -4.740923 1.666765 -4.320566 0.00 0.00 -0.01 0.12
H -3.659280 -0.355998 -5.244833 -0.01 0.02 -0.01 0.12
H -1.911995 -1.513182 -4.029703 0.02 -0.02 0.02 0.10
H 0.159057 -1.628859 -3.946869 -0.01 0.02 0.00 0.12
H 1.173148 -3.823022 -4.320375 0.00 -0.01 0.00 0.12
H 1.325373 -5.479185 -2.495214 0.00 -0.01 0.00 0.13
H 0.908257 -6.039572 -0.091635 0.00 0.00 -0.01 0.14
H 0.100824 -5.305944 2.150598 0.01 -0.01 0.00 0.12
H -0.615458 -2.963604 2.446023 -0.01 0.00 0.00 0.11
```
Positions in Å, forces in eV/Å.

Here is one molecule with the formula C16H16N2O3S2 in a non-equilibrium geometry from the Open Molecules 2025 dataset. Energies are from ωB97M-V/def2-TZVPD.

HOMO-LUMO gap = 8.63 eV
energy above the lowest of the compared OMol25 structures with the same formula, charge and spin = 53.4 kcal/mol
spin multiplicity = 1
LUMO level = 0.4000 eV
HOMO level = -8.23 eV

```
39
Properties=species:S:1:pos:R:3:forces:R:3:lowdin_charge:R:1
C -1.956987 -5.105933 -3.587636 -1.10 3.69 -0.13 -0.32
S -0.937344 -3.509662 -3.567418 -0.70 -1.17 -0.35 0.90
C -0.534341 -3.241202 -1.865137 -1.30 -1.54 -0.20 -0.57
C -1.146378 -3.972925 -0.828634 2.98 2.75 2.21 -0.05
C -0.706658 -3.582442 0.482993 -0.29 0.73 -1.21 -0.01
C 0.206211 -2.502468 0.756170 -0.86 -1.84 -0.31 -0.28
S 0.771109 -1.934230 2.343775 3.36 1.87 -1.49 0.67
O 2.229728 -1.649955 2.221271 -3.50 0.45 -0.27 -0.30
O 0.441632 -2.813627 3.371850 -1.62 -1.85 1.92 -0.27
N -0.168358 -0.513940 2.601529 0.46 -2.00 0.43 -0.07
C 0.051327 0.589030 1.743662 -0.25 1.13 -0.21 -0.33
C -1.001510 1.027957 0.962886 0.61 -0.31 -0.41 -0.04
C -0.929078 2.181049 0.183208 -0.96 0.80 -0.63 0.00
C 0.194444 2.985425 0.281205 2.27 -0.78 1.57 -0.15
C 1.300363 2.587307 1.100108 -1.83 -1.96 1.76 -0.12
C 1.211643 1.384619 1.824681 -0.77 0.85 -0.65 0.05
C 2.169564 3.757621 1.459583 0.32 0.36 -0.32 -0.01
C 1.575015 4.812420 0.555938 2.25 2.28 -3.81 -0.39
O 2.052263 5.883189 0.098601 -0.86 -1.79 2.32 0.03
N 0.531160 4.270311 -0.125978 -1.70 -1.50 -0.12 -0.06
C -0.319367 5.007199 -0.984424 2.31 2.74 -1.14 -0.02
C 0.820426 -1.910391 -0.307992 -0.95 -0.41 -1.90 -0.06
C 0.416936 -2.291152 -1.606672 0.85 0.75 0.72 -0.10
H -2.884509 -4.987319 -3.055376 -0.29 0.39 0.60 0.03
H -2.306030 -5.299716 -4.570726 0.36 -0.01 -1.18 0.02
H -1.461467 -5.886174 -3.189205 1.99 -2.59 1.14 -0.01
H -1.774307 -4.803817 -0.947161 -0.85 -0.76 -0.21 0.08
H -1.173073 -4.105351 1.269273 -0.21 -0.47 1.16 0.09
H -1.157999 -0.843895 2.781394 1.55 0.83 -0.48 0.15
H -1.860348 0.386027 0.977025 -0.58 0.05 -0.34 0.11
H -1.814484 2.480734 -0.421693 0.83 -0.21 0.53 0.12
H 1.929044 1.142586 2.564597 0.78 -0.27 0.48 0.11
H 3.250974 3.577823 1.229108 -0.90 0.54 0.39 0.15
H 1.998950 4.147524 2.490255 0.41 -0.76 -0.42 0.15
H -0.638295 5.812984 -0.356025 -0.96 0.82 -0.19 0.10
H -1.093135 4.460198 -1.422896 -1.18 -1.05 -0.22 0.06
H 0.266695 5.494173 -1.843432 -0.63 -0.74 1.23 0.13
H 1.556476 -1.164515 -0.148302 0.64 0.51 -0.08 0.10
H 0.889705 -1.869464 -2.470406 0.32 0.46 -0.19 0.10
```
Positions in Å, forces in eV/Å.